1.
This record from the Open Molecules 2025 dataset describes C12H18Si as an isolated structure at a distorted geometry. The level of theory is ωB97M-V with the def2-TZVPD basis set.

Geometry (Å):
C  -2.3637  -1.0953  1.2334
C  -2.2841  0.1385  1.9784
C  -2.0466  -1.0936  -0.1058
C  -1.8906  1.2889  1.3626
C  -1.8063  0.0795  -0.7141
C  -1.7986  1.2323  -0.0009
C  -1.5096  0.6916  -2.0258
C  -1.5090  2.0212  -1.2024
C  -1.2933  3.2425  -1.5550
C  3.8012  -0.0832  -0.0102
C  1.9323  -2.6613  -0.3879
C  1.1100  -0.2701  1.5137
Si  1.9931  -0.6839  -0.1266
H  -2.5886  -2.0030  1.7192
H  -2.4325  0.1759  3.1519
H  -1.7774  -2.1049  -0.6300
H  -1.8869  2.2602  1.8546
H  -0.5310  0.6423  -2.5377
H  -2.3185  0.6462  -2.7777
H  1.0406  0.0605  -1.1367
H  -1.4102  4.0821  -0.8314
H  -1.3809  3.6118  -2.5586
H  4.3499  -0.9543  0.3309
H  4.2369  0.1047  -1.0311
H  3.8125  0.7556  0.6177
H  1.5436  -3.3120  0.4054
H  1.3739  -2.9131  -1.3097
H  2.8929  -3.0374  -0.6094
H  0.3973  -1.0620  1.4554
H  1.6860  -0.3768  2.4616
H  0.6574  0.6171  1.4662

**Energy relative to the best compared isomer or geometry (same formula, charge and spin)**: 74.5 kcal/mol
**Gap between HOMO and LUMO**: 9.4 eV
**Net charge**: 0
**F_max**: 0.091 hartree/bohr

Results of the Löwdin charge analysis, in e, for atoms 1 through 2:
1 C -0.076
2 C -0.080

=====

2.
This record from the Open Molecules 2025 dataset describes C12H19AgCoNO10Zn2 as an isolated structure at a distorted geometry. The level of theory is ωB97M-V with the def2-TZVPD basis set.

Geometry (Å):
Co  0.5075  -1.3312  -0.2747
Zn  -0.4779  -3.8721  -1.5445
Zn  -1.1667  -2.1760  -4.1767
Ag  -3.6111  -4.1271  -2.6418
C  1.3838  -3.6299  0.2096
O  0.4766  -4.4944  0.0703
O  1.1841  -2.7548  1.0693
O  1.3451  -3.1028  -0.8745
C  -0.9521  -4.8070  -3.8251
O  -0.1702  -3.9152  -3.5884
O  -1.2817  -5.3860  -2.7842
O  -1.9135  -4.1358  -4.2560
C  -1.9843  -1.7117  -1.1701
O  -1.4146  -1.1591  -0.2810
O  -2.1658  -2.9103  -1.1445
O  -1.0458  -1.7917  -1.9862
C  0.9448  1.4907  -1.7760
C  0.6684  1.9791  -0.3780
C  -0.8111  2.4238  -0.3876
C  -1.3672  2.8105  1.0393
C  -1.0572  1.5752  1.9510
C  0.3430  1.0315  2.0088
N  0.7801  0.8090  0.6046
O  1.8982  0.0945  0.5564
C  1.3144  2.0064  2.7641
C  0.0198  -0.2731  2.8238
C  1.6446  3.1464  -0.0383
H  1.0628  2.1958  -2.5988
H  0.1514  0.8091  -2.0825
H  1.8362  0.8757  -1.6527
H  -0.9551  3.3614  -0.9245
H  -1.3913  1.6098  -0.8219
H  -2.4444  2.9766  1.0281
H  -0.8941  3.7349  1.3708
H  -1.7223  0.8010  1.5684
H  -1.3365  1.9103  2.9499
H  2.3589  1.8652  2.4864
H  1.0143  3.0497  2.6661
H  1.2108  1.7643  3.8218
H  0.9215  -0.8257  3.0876
H  -0.5934  -0.0071  3.6848
H  -0.5703  -0.9417  2.1970
H  2.5416  2.7428  0.4315
H  1.2870  3.8300  0.7317
H  1.8640  3.8087  -0.8757
H  2.5676  0.6500  0.9625

**Gap between HOMO and LUMO (alpha / beta)**: 4.6 / 4.6 eV
**Net charge**: +1
**F_max**: 0.384 hartree/bohr
**⟨S²⟩**: 3.764
**2S+1**: 4

Results of the Löwdin charge analysis, in e, for atoms 1 through 2:
1 Co 0.934
2 Zn 0.855

=====

3.
This record from the Open Molecules 2025 dataset describes C12H19AlCl12F3O5 as an isolated structure. The level of theory is ωB97M-V with the def2-TZVPD basis set.

Geometry (Å):
C  2.1690  3.4257  0.4337
Al  0.7796  2.0121  0.2915
O  0.7255  0.7294  1.6042
C  0.0869  -0.2658  0.8410
C  -0.2853  -1.5212  1.6185
C  -1.4942  -2.2225  1.0430
O  -2.6470  -1.4098  1.2588
C  -3.8111  -1.8931  0.6709
C  -4.3807  -0.8975  -0.3478
F  -5.7279  -0.8275  -0.2275
F  -4.1394  -1.2900  -1.6166
F  -3.8999  0.3283  -0.2116
C  0.9770  -0.4641  -0.4011
C  2.3666  -0.9504  0.0330
O  2.8224  -1.8524  -0.9702
O  4.2086  -2.1279  -0.6398
O  1.0686  0.7895  -1.0158
H  2.5901  3.4525  1.4430
H  2.9891  3.2714  -0.2752
H  1.7367  4.4057  0.2098
H  -0.7180  2.6167  0.3529
H  -0.8481  0.1629  0.4296
H  0.5451  -2.2355  1.6293
H  -0.5030  -1.2386  2.6499
H  -1.6486  -3.1949  1.5288
H  -1.3591  -2.3973  -0.0326
H  -3.6373  -2.8285  0.1326
H  -4.5814  -2.0449  1.4309
H  0.5617  -1.2340  -1.0731
H  2.3489  -1.4609  1.0027
H  3.0434  -0.0987  0.0919
H  4.4020  -2.7576  -1.3493
C  -2.4027  4.5629  -2.6214
Cl  -2.5604  5.2624  -4.2500
Cl  -0.8535  3.8001  -2.3870
Cl  -2.7154  5.7992  -1.3970
H  -3.1693  3.8056  -2.5229
C  -5.1218  7.7620  1.5190
Cl  -5.1234  6.0472  1.1393
Cl  -4.9329  8.0306  3.2564
Cl  -3.8704  8.6162  0.6161
H  -6.0788  8.1729  1.2269
C  3.7566  -5.6617  -3.1396
Cl  4.0781  -6.8635  -4.3933
Cl  2.9689  -6.3938  -1.7426
Cl  5.2495  -4.8401  -2.6835
H  3.0699  -4.9286  -3.5424
C  4.7480  -3.7350  2.0483
Cl  6.4826  -3.5025  2.2854
Cl  4.4378  -4.8750  0.7479
Cl  3.9766  -4.2563  3.5504
H  4.3206  -2.7836  1.7543

**Energy relative to the best compared isomer or geometry (same formula, charge and spin)**: 0.0 kcal/mol
**Gap between HOMO and LUMO**: 7.0 eV
**Net charge**: -1
**F_max**: 0.012 hartree/bohr

Results of the Löwdin charge analysis, in e, for atoms 1 through 2:
1 C -0.189
2 Al 0.131

=====

4.
This record from the Open Molecules 2025 dataset describes C12H19Cl2MnN3O as an isolated structure at a distorted geometry. The level of theory is ωB97M-V with the def2-TZVPD basis set.

Geometry (Å):
Mn  1.6804  -0.1656  0.0353
Cl  0.4942  -1.7124  -1.0330
Cl  2.2712  1.9984  0.2447
C  2.6438  -1.2538  1.2905
H  3.3881  -0.6404  1.8018
H  2.9957  -2.1065  0.7046
C  -0.4437  1.9138  -2.3280
C  0.6648  1.2706  -2.5530
H  -0.4727  2.7763  -1.6523
C  0.8438  0.2685  -3.6606
H  1.5810  1.5034  -2.0000
C  -0.4576  -0.0256  -4.4402
H  1.6071  0.6234  -4.3679
H  1.2290  -0.6769  -3.2571
C  -1.7075  0.1537  -3.5812
H  -0.5212  0.6892  -5.2700
H  -0.4230  -1.0332  -4.8675
C  -1.7327  1.5857  -3.0283
H  -2.6143  -0.0485  -4.1655
H  -1.6676  -0.5541  -2.7484
H  -1.8811  2.2663  -3.8832
H  -2.5997  1.7412  -2.3716
C  0.3344  -2.6408  4.4727
N  -0.0283  -1.4408  3.7031
C  -1.1085  -0.6619  4.0447
C  -1.3918  0.4506  3.3063
C  -0.5951  0.7709  2.1865
N  0.3851  -0.0860  1.8149
C  0.6844  -1.1071  2.6169
O  1.7502  -1.8463  2.3739
N  -0.7903  1.8813  1.4505
H  -0.3928  -2.7360  5.2798
H  1.3453  -2.5317  4.8834
H  0.2993  -3.5244  3.8250
H  -1.6508  -1.0051  4.9239
H  -2.2156  1.1067  3.5666
H  -1.4972  2.5340  1.7716
H  -0.0065  2.2628  0.9110

**Energy relative to the best compared isomer or geometry (same formula, charge and spin)**: 0.0 kcal/mol
**Gap between HOMO and LUMO (alpha / beta)**: 6.7 / 5.7 eV
**Net charge**: 0
**F_max**: 0.045 hartree/bohr
**⟨S²⟩**: 3.806
**2S+1**: 4

Results of the Löwdin charge analysis, in e, for atoms 1 through 2:
1 Mn 0.021
2 Cl 0.043

=====

5.
This record from the Open Molecules 2025 dataset describes one molecule with the formula C12H19Cl3O8. The level of theory is ωB97M-V with the def2-TZVPD basis set.

Geometry (Å):
O  -0.2244  3.4246  -1.1666
C  0.9305  2.6288  -1.2106
H  1.8249  3.2532  -1.3365
H  0.9745  2.1257  -0.2441
C  0.8757  1.5935  -2.3550
C  2.2120  0.8977  -2.6388
Cl  3.5198  2.0756  -2.9162
H  2.1201  0.3108  -3.5590
C  2.5896  -0.0419  -1.4973
O  3.7770  -0.7427  -1.7607
H  4.4650  -0.1043  -1.9923
C  1.4703  -1.0900  -1.3796
O  1.4303  -1.9162  -2.5041
H  2.3304  -2.2420  -2.6508
C  0.1045  -0.4015  -1.2330
O  0.0245  0.0480  0.1006
C  -1.2789  0.1491  0.6653
O  -1.9265  -1.0924  0.6426
C  -1.6515  -1.8187  1.8334
C  -0.4357  -2.7208  1.6275
H  0.4726  -2.1305  1.5017
H  -0.5872  -3.3580  0.7551
Cl  -0.2181  -3.7791  3.0355
H  -2.5326  -2.4350  2.0371
C  -1.4631  -0.7565  2.9386
O  -2.6116  -0.5819  3.7108
H  -3.3394  -0.2877  3.1469
H  -0.6745  -1.0391  3.6406
C  -1.0585  0.5283  2.1652
O  0.2214  0.9938  2.4449
H  0.8723  0.4025  2.0495
H  -1.7332  1.3397  2.4544
C  -2.1476  1.1472  -0.1006
Cl  -3.7213  1.2616  0.6887
H  -2.3135  0.7959  -1.1187
H  -1.6881  2.1363  -0.1088
O  -0.1271  0.6026  -2.1710
H  -0.6770  -1.1482  -1.4269
H  1.6486  -1.6830  -0.4708
H  2.6647  0.5185  -0.5543
H  0.5439  2.1131  -3.2653
H  -0.3120  3.9179  -1.9910

**Energy relative to the best compared isomer or geometry (same formula, charge and spin)**: 2.5 kcal/mol
**SMILES**: OC[C@@H]1O[C@H](O[C@@]2(CCl)O[C@@H](CCl)[C@H](O)[C@H]2O)[C@@H](O)[C@@H](O)[C@@H]1Cl
**Gap between HOMO and LUMO**: 10.3 eV
**Net charge**: 0
**F_max**: 0.016 hartree/bohr

Results of the Löwdin charge analysis, in e, for atoms 1 through 2:
1 O -0.048
2 C -0.210

=====

6.
This record from the Open Molecules 2025 dataset describes C12H19ClLuN5O5S as an isolated structure at a distorted geometry. The level of theory is ωB97M-V with the def2-TZVPD basis set.

Geometry (Å):
Lu  1.4304  -0.1685  -0.3135
N  -0.7177  -1.9186  3.8825
C  0.0526  -1.5243  2.8681
S  0.5322  -2.4185  1.5751
N  0.6067  -0.2040  3.1379
N  0.8130  0.4074  2.0868
C  2.0322  1.3224  2.1008
C  1.9850  2.5949  1.2970
C  2.6070  3.7097  1.6930
C  2.8871  4.8183  0.7812
C  2.6129  4.7429  -0.5240
C  1.9834  3.5212  -1.0691
C  1.5530  2.4982  -0.1347
O  0.5032  1.7111  -0.4208
H  -1.0248  -2.8732  3.9495
H  -0.7611  -1.3278  4.6975
H  2.3813  1.4916  3.1239
H  2.9775  3.7804  2.7106
H  3.3351  5.7169  1.1867
H  2.7915  5.5882  -1.1765
H  1.4115  3.5953  -1.9875
O  2.7570  2.2779  -0.9994
Cl  3.7877  -0.8367  -1.4140
O  2.5156  -1.8673  -1.0104
O  2.7416  0.3786  1.3984
O  1.2556  0.1766  -3.1527
N  -1.2495  -0.4009  -0.0977
C  -2.1612  -0.0514  -1.1909
C  -2.6570  -1.2669  -1.9602
C  -1.5877  -2.1252  -2.6342
C  -0.6266  -1.2908  -3.4712
N  0.4581  -0.8575  -2.5950
H  -1.6245  -1.1330  0.4945
H  -1.1202  0.4201  0.4872
H  -1.6301  0.6433  -1.8441
H  -3.0406  0.4847  -0.8179
H  -3.3419  -0.9039  -2.7329
H  -3.2639  -1.8898  -1.2947
H  -2.0670  -2.8755  -3.2652
H  -1.0184  -2.6894  -1.8880
H  -1.1195  -0.3942  -3.8517
H  -0.2291  -1.8397  -4.3328
H  1.7953  -0.2098  -3.8617
H  1.0899  -1.6442  -2.4249

**Energy relative to the best compared isomer or geometry (same formula, charge and spin)**: 12.6 kcal/mol
**Gap between HOMO and LUMO**: 8.0 eV
**Net charge**: 0
**F_max**: 0.025 hartree/bohr

Results of the Löwdin charge analysis, in e, for atoms 1 through 2:
1 Lu 1.540
2 N 0.102

=====

7.
This record from the Open Molecules 2025 dataset describes C12H19N3O2S as an isolated structure at a distorted geometry. The level of theory is ωB97M-V with the def2-TZVPD basis set.

Geometry (Å):
C  -4.9790  -1.3799  0.2019
H  -5.5714  -0.6225  0.4490
H  -4.1826  -1.5079  0.9015
H  -5.5391  -2.3111  -0.1441
C  -4.2316  -1.0807  -1.2587
C  -3.4414  0.2105  -0.7331
H  -3.0246  0.5974  -1.5083
H  -3.9352  1.0824  -0.3446
S  -2.0406  -0.1824  0.1648
O  -1.3268  -1.4074  -0.3383
O  -2.4614  -0.1018  1.6486
N  -1.1080  1.2570  0.0129
C  -0.2900  1.3443  1.2208
H  -0.9769  1.4084  2.1922
C  0.9540  0.6907  1.3822
N  1.7471  0.8382  0.4759
C  2.9599  -0.0685  0.2213
N  3.5118  0.1569  -0.9256
C  4.7521  -0.3839  -1.2837
C  5.1769  -1.3023  -0.1751
C  4.5167  -1.4780  0.8436
C  3.2975  -0.6572  1.3352
H  2.9050  -0.7260  2.1829
H  4.8962  -2.0820  1.8681
H  6.1038  -1.7301  -0.7558
H  5.1801  -0.3244  -2.2048
C  1.2752  1.4274  -0.7589
H  1.2966  2.8448  -0.5539
H  1.8378  1.4064  -1.5029
C  -0.1206  1.1011  -1.0008
H  -0.1099  0.2250  -1.5025
H  -0.6296  1.7649  -1.9614
H  1.5225  1.0729  2.4363
H  0.6522  -0.4742  1.6069
H  -0.1288  2.5311  1.3141
H  -4.9108  -0.4431  -1.8720
H  -3.5771  -1.6962  -1.6337

**Energy relative to the best compared isomer or geometry (same formula, charge and spin)**: 311.0 kcal/mol
**Gap between HOMO and LUMO**: 7.7 eV
**Net charge**: 0
**F_max**: 0.327 hartree/bohr

Results of the Löwdin charge analysis, in e, for atoms 1 through 2:
1 C -0.046
2 H 0.016

=====

8.
This record from the Open Molecules 2025 dataset describes C12H19N3O2S2Ta as an isolated structure. The level of theory is ωB97M-V with the def2-TZVPD basis set.

Geometry (Å):
Ta  0.1499  1.2133  -0.4083
N  1.4049  2.6880  -1.4361
C  2.4853  2.0110  -2.2896
C  1.9738  1.0240  -3.3285
C  1.5614  -0.3280  -2.8384
O  1.6980  -1.4169  -3.1550
O  0.6521  -0.0800  -1.5147
H  0.8500  3.3042  -2.0415
H  1.9028  3.3223  -0.8027
H  3.1871  1.5467  -1.5966
H  3.0122  2.8034  -2.8201
H  2.7807  0.8317  -4.0410
H  1.1430  1.4297  -3.9165
C  -4.4768  -1.6252  -0.6576
N  -3.6019  -0.4428  -0.8189
C  -3.3808  0.5346  0.0290
S  -2.1688  1.7777  -0.4373
N  -3.9975  0.7657  1.1618
C  -5.2554  0.1734  1.6754
H  -4.3015  -2.2645  -1.5173
H  -5.5260  -1.3455  -0.6412
H  -4.2072  -2.1693  0.2432
H  -3.1703  -0.3379  -1.7249
H  -3.6340  1.5371  1.7038
H  -5.1318  -0.8791  1.9090
H  -6.0582  0.3224  0.9578
H  -5.5002  0.7078  2.5879
S  0.9037  0.8349  1.6513
C  2.2021  -0.4113  1.8772
C  1.8221  -1.6907  2.2503
C  2.8387  -2.6030  2.4935
C  4.1709  -2.2207  2.3862
C  4.5087  -0.9214  2.0297
C  3.5184  0.0157  1.7685
H  0.7859  -1.9748  2.3698
H  2.5828  -3.6124  2.7856
H  4.9520  -2.9370  2.6008
H  5.5467  -0.6229  1.9699
H  3.7774  1.0399  1.5355

**Energy relative to the best compared isomer or geometry (same formula, charge and spin)**: 10.8 kcal/mol
**Gap between HOMO and LUMO**: 5.8 eV
**Net charge**: +3
**F_max**: 0.009 hartree/bohr

Results of the Löwdin charge analysis, in e, for atoms 1 through 2:
1 Ta 1.213
2 N -0.065

=====

How do the records compare in electronic energy? In the order shown, they have -757.43263, -6363.45355, -6909.19890, -2779.54789, -2451.15657, -3212.48888, -1181.10578, -1635.81584 Eh.